(1)
The molecule C21H28N2O6. Source: OMol25; level of theory: wB97M-V/def2-TZVPD.

Values from the calculation:
**SMILES**: CCOC(=O)C1(Cc2ccc(OC)cc2)CCN(C(=O)CN2CCOC2=O)CC1
**Relative energy (zero: lowest compared OMol25 entry of this formula, charge and spin)**: 59.7 kJ/mol
**Gap between HOMO and LUMO**: 9.12 eV
**Spin multiplicity**: 1

XYZ file:
```
57
Properties=species:S:1:pos:R:3:forces:R:3
C 1.755 5.487 2.540 -0.238 -0.274 -0.293
C 0.583 5.149 1.639 -0.148 0.500 0.160
O 0.776 3.828 1.127 0.350 -0.098 0.177
C -0.198 3.338 0.362 -0.210 -0.247 -0.188
O -1.202 3.950 0.096 -0.060 0.119 0.002
C 0.143 1.949 -0.173 0.078 0.007 -0.101
C 1.178 2.204 -1.303 -0.058 -0.125 0.082
C 1.625 0.949 -1.995 0.132 0.138 0.039
C 2.718 0.229 -1.535 -0.162 0.123 -0.132
C 3.122 -0.946 -2.147 0.146 -0.342 -0.127
C 2.429 -1.426 -3.252 -0.110 0.130 0.020
O 2.728 -2.568 -3.929 -0.245 0.225 -0.067
C 3.826 -3.337 -3.502 0.177 -0.120 0.076
C 1.340 -0.698 -3.734 0.102 -0.200 -0.040
C 0.950 0.470 -3.115 0.154 -0.088 0.011
C 0.735 1.070 0.935 -0.195 0.099 0.134
C -0.317 0.757 1.998 0.419 -0.210 0.141
N -1.460 0.112 1.384 0.118 0.281 0.179
C -1.669 -1.202 1.597 -0.285 -0.044 -0.130
O -0.986 -1.854 2.367 0.078 -0.259 0.174
C -2.831 -1.844 0.827 -0.075 -0.222 0.219
N -3.058 -3.198 1.240 0.279 -0.112 -0.069
C -2.108 -4.270 1.070 0.309 -0.010 -0.117
C -2.796 -5.406 1.847 0.330 -0.323 -0.176
O -3.969 -4.840 2.410 -0.366 0.029 0.291
C -4.084 -3.539 2.064 -0.066 0.292 -0.275
O -4.986 -2.826 2.406 -0.262 0.061 0.279
C -2.106 0.950 0.402 -0.121 0.069 -0.411
C -1.127 1.291 -0.725 -0.126 0.224 0.243
H 1.629 6.489 2.941 0.002 0.102 0.051
H 1.812 4.780 3.363 0.035 -0.026 0.115
H 2.685 5.444 1.979 0.122 0.035 -0.013
H 0.511 5.845 0.797 -0.042 -0.103 0.123
H -0.365 5.180 2.186 0.123 0.010 -0.124
H 0.725 2.880 -2.030 0.037 0.070 0.002
H 2.041 2.703 -0.858 -0.015 0.063 -0.045
H 3.276 0.592 -0.685 0.050 0.047 0.102
H 3.978 -1.471 -1.755 0.075 -0.078 0.005
H 3.874 -4.186 -4.182 0.040 0.043 0.076
H 4.761 -2.771 -3.565 -0.036 -0.018 0.018
H 3.688 -3.701 -2.479 0.014 0.028 -0.034
H 0.819 -1.070 -4.602 -0.063 -0.045 -0.115
H 0.113 1.025 -3.512 -0.105 0.063 -0.043
H 1.585 1.573 1.397 0.074 -0.049 -0.026
H 1.079 0.133 0.495 0.005 -0.003 0.032
H 0.087 0.077 2.749 -0.077 0.181 -0.053
H -0.653 1.677 2.487 -0.014 -0.010 0.042
H -3.761 -1.308 1.041 0.115 0.025 -0.162
H -2.621 -1.820 -0.249 -0.075 0.117 0.060
H -1.139 -4.001 1.500 -0.140 -0.090 -0.098
H -1.982 -4.509 0.008 0.021 -0.039 0.096
H -2.176 -5.792 2.661 -0.061 0.058 -0.136
H -3.094 -6.236 1.199 0.064 0.116 0.097
H -2.990 0.466 -0.005 -0.009 0.027 0.059
H -2.424 1.876 0.894 -0.083 -0.107 -0.051
H -1.616 1.971 -1.422 0.012 -0.026 -0.087
H -0.850 0.377 -1.253 -0.013 -0.012 0.006
```
Positions in Å, forces in eV/Å.

Löwdin atomic charge list, values in e, 8 entries:
1. C -0.06
2. C -0.21
3. O 0.00
4. C -0.47
5. O 0.13
6. C -0.34
7. C -0.07
8. C -0.24

***

(2)
A structure of composition C21H28N3NdO2 in a non-equilibrium geometry. Source: OMol25; level of theory: wB97M-V/def2-TZVPD.

Values from the calculation:
**Expectation value of S²**: 3.754
**Relative energy (zero: lowest compared OMol25 entry of this formula, charge and spin)**: 216.4 kJ/mol
**Gap between HOMO and LUMO (alpha / beta)**: 7.59 / 7.60 eV
**Spin multiplicity**: 4

XYZ file:
```
55
Properties=species:S:1:pos:R:3:forces:R:3
O 0.098 0.134 0.322 1.392 -0.681 -3.176
C -0.277 -0.848 -0.741 -0.071 0.249 0.461
C 1.103 -0.727 -1.375 0.074 0.082 0.350
H -1.116 -0.445 -1.312 0.161 -0.087 -0.036
H -0.544 -1.811 -0.294 0.073 0.162 -0.063
C 1.383 0.408 -0.362 0.203 0.015 -0.461
H 1.114 -0.424 -2.414 -0.006 -0.078 -0.170
H 1.733 -1.601 -1.207 -0.070 0.059 -0.135
C 1.337 1.785 -0.975 0.166 0.440 -0.093
H 0.370 1.967 -1.456 0.165 -0.054 0.007
H 2.127 1.875 -1.736 -0.212 -0.038 0.209
H 1.505 2.570 -0.224 -0.096 -0.221 -0.189
C 2.555 0.213 0.566 0.245 0.019 0.224
H 2.631 -0.825 0.905 -0.018 0.169 -0.029
H 2.472 0.864 1.452 0.002 -0.180 -0.310
H 3.484 0.477 0.039 -0.266 -0.084 0.120
Nd -0.971 0.301 2.191 -3.701 -0.511 0.944
C -0.379 -0.670 4.445 0.002 -2.074 -1.343
C -1.512 -1.373 3.895 1.784 -1.413 0.990
C -1.090 -2.092 2.724 1.633 -0.021 1.370
H -2.524 -1.321 4.256 0.378 -0.291 0.095
C 0.321 -1.831 2.540 -0.681 -0.139 1.755
C 0.761 -0.940 3.591 -1.500 -1.188 -0.192
H 1.752 -0.539 3.706 0.155 0.024 0.055
H -0.383 -0.040 5.308 -0.057 0.125 0.290
H -1.725 -2.632 2.046 -0.153 -0.290 -0.013
H 0.918 -2.189 1.725 0.225 -0.170 -0.173
C -1.643 2.136 3.800 1.096 1.427 -0.980
C -0.214 2.213 3.718 -1.093 1.099 -1.814
C 0.136 2.528 2.347 -1.625 0.555 0.661
H 0.485 2.037 4.508 0.176 0.014 0.282
C -1.102 2.650 1.585 0.218 1.257 2.303
C -2.195 2.416 2.496 1.743 1.743 0.061
H -3.231 2.333 2.208 0.114 0.159 0.136
H -2.203 1.867 4.676 0.085 0.137 0.071
H 1.133 2.641 1.969 0.244 0.080 -0.092
H -1.190 2.763 0.523 0.018 0.256 -0.311
O 0.470 -0.914 -5.043 0.628 -0.507 -1.460
C 1.891 -0.847 -5.334 0.302 -0.076 0.694
C 2.108 -1.103 -6.830 -1.337 0.401 0.213
H 2.417 -1.622 -4.734 -0.294 0.326 -0.255
H 2.261 0.136 -5.002 -0.121 -0.277 -0.158
C 0.924 -2.045 -7.149 0.504 0.121 1.339
H 3.070 -1.525 -7.054 0.430 -0.144 -0.058
H 1.974 -0.162 -7.380 0.158 -0.190 0.040
C -0.168 -1.481 -6.230 -0.496 0.306 0.055
H 1.182 -3.062 -6.826 -0.080 0.147 -0.199
H 0.646 -2.051 -8.187 -0.176 -0.015 -0.413
H -0.889 -2.242 -5.900 0.225 0.204 -0.059
H -0.733 -0.683 -6.756 0.274 -0.279 0.342
N -3.452 0.300 3.294 -2.275 -0.192 1.087
C -4.105 0.420 4.289 2.314 -0.308 -2.301
N -4.711 0.473 5.392 -0.715 0.348 1.888
C -4.225 1.024 6.521 0.518 0.203 -0.646
N -3.777 1.514 7.482 -0.662 -0.622 -0.911
```
Positions in Å, forces in eV/Å.

Löwdin atomic charge list, values in e, 8 entries:
1. O -0.33
2. C -0.08
3. C -0.04
4. H 0.13
5. H 0.12
6. C -0.52
7. H 0.10
8. H 0.13

***

(3)
A structure of composition C21H28N3O2S4SiW. Source: OMol25; level of theory: wB97M-V/def2-TZVPD.

Values from the calculation:
**Charge**: +3
**Relative energy (zero: lowest compared OMol25 entry of this formula, charge and spin)**: 0.0 kJ/mol
**Gap between HOMO and LUMO**: 6.01 eV
**Spin multiplicity**: 1

XYZ file:
```
60
Properties=species:S:1:pos:R:3:forces:R:3
W 0.684 0.894 -1.048 0.140 0.477 -0.696
O -2.180 5.761 4.204 -0.004 0.001 0.004
N -1.307 4.940 4.108 0.005 0.002 -0.008
O -0.448 4.685 4.927 0.008 0.001 -0.008
C -1.298 4.112 2.876 -0.006 -0.015 -0.005
C -2.486 3.874 2.291 0.010 0.004 0.008
C -2.569 3.012 1.150 0.019 -0.012 0.001
C -3.774 2.749 0.472 0.001 -0.002 -0.001
C -3.751 1.930 -0.630 -0.006 0.003 0.003
C -2.541 1.367 -1.032 0.003 0.003 0.000
N -1.387 1.575 -0.402 -0.042 0.050 -0.035
C -1.406 2.409 0.673 0.008 -0.005 0.013
C -0.145 2.709 1.280 -0.018 0.017 0.002
N 0.955 2.148 0.695 -0.015 -0.020 0.021
C 2.165 2.469 1.168 0.002 -0.003 0.003
C 2.335 3.346 2.232 0.003 0.004 0.000
C 1.234 3.899 2.842 -0.012 -0.005 -0.002
C -0.059 3.574 2.374 -0.003 -0.007 -0.012
H -3.379 4.337 2.691 0.001 -0.002 0.001
H -4.697 3.202 0.811 -0.001 -0.001 0.001
H -4.648 1.720 -1.195 -0.001 -0.001 0.001
H -2.512 0.737 -1.914 0.002 0.000 -0.003
H 3.015 2.030 0.665 0.000 0.000 0.003
H 3.335 3.593 2.560 0.001 0.000 0.000
H 1.355 4.583 3.669 -0.002 0.004 0.008
S 2.659 -0.025 -1.425 -0.351 0.083 0.076
S 3.615 0.541 -3.222 -0.048 0.022 -0.028
S 2.410 1.829 -4.139 0.028 -0.052 0.048
S 0.651 1.936 -2.940 0.131 -0.203 0.412
C -1.738 -1.985 -0.761 0.046 -0.030 0.027
Si -0.474 -1.184 -1.857 -0.034 -0.091 -0.034
C 2.073 -3.180 2.532 0.006 0.022 0.014
C 2.860 -2.104 1.915 0.248 0.164 -0.076
C 1.855 -4.417 1.801 0.013 -0.008 0.010
C 1.626 -3.052 3.907 -0.026 0.005 -0.003
C -0.368 -2.000 -3.525 -0.030 0.016 -0.003
C 0.942 -1.751 -4.269 -0.004 -0.002 0.004
C -0.672 -3.501 -3.440 0.002 0.005 -0.010
C -1.533 -1.266 -4.246 0.009 -0.009 -0.007
H -1.431 -3.012 -0.536 0.005 0.003 0.007
H -2.686 -2.082 -1.301 -0.003 0.008 -0.002
H -1.922 -1.454 0.172 -0.003 -0.001 0.000
H 3.519 -2.481 1.133 -0.008 -0.006 -0.001
H 3.420 -1.552 2.672 0.008 0.001 -0.003
H 2.204 -1.353 1.427 -0.079 -0.430 0.264
H 1.871 -4.287 0.719 -0.008 0.002 -0.001
H 1.017 -5.011 2.157 -0.003 0.003 -0.002
H 2.772 -5.001 2.023 -0.001 -0.002 0.000
H 1.628 -2.031 4.283 -0.007 0.002 -0.004
H 2.408 -3.594 4.478 0.006 0.009 0.001
H 0.702 -3.590 4.117 0.004 -0.006 0.003
H 1.793 -2.213 -3.766 0.000 -0.004 -0.002
H 1.144 -0.686 -4.395 0.003 0.004 0.004
H 0.875 -2.187 -5.267 0.000 0.001 -0.003
H 0.107 -4.048 -2.906 0.002 0.000 0.001
H -0.713 -3.907 -4.453 -0.003 0.003 -0.002
H -1.634 -3.713 -2.972 0.001 0.000 0.005
H -1.365 -0.188 -4.336 0.002 0.001 -0.001
H -2.506 -1.446 -3.781 0.000 0.004 0.006
H -1.599 -1.659 -5.264 -0.001 -0.004 0.000
```
Positions in Å, forces in eV/Å.

Löwdin atomic charge list, values in e, 8 entries:
1. W 0.51
2. O 0.16
3. N -0.33
4. O 0.11
5. C -0.04
6. C 0.11
7. C -0.09
8. C 0.07

***

(4)
A structure of composition C21H28N3O2Tc in a non-equilibrium geometry. Source: OMol25; level of theory: wB97M-V/def2-TZVPD.

Values from the calculation:
**Expectation value of S²**: 3.796
**Charge**: +1
**Relative energy (zero: lowest compared OMol25 entry of this formula, charge and spin)**: 0.0 kJ/mol
**Gap between HOMO and LUMO (alpha / beta)**: 6.87 / 5.74 eV
**Spin multiplicity**: 4

XYZ file:
```
55
Properties=species:S:1:pos:R:3:forces:R:3
O -2.114 0.271 -1.493 1.635 0.573 0.622
C -0.659 0.133 -1.254 -0.535 -0.658 -0.322
C -0.336 1.549 -1.724 -0.670 -0.596 0.054
H -0.232 -0.658 -1.882 -0.240 0.147 0.732
H -0.457 -0.028 -0.178 0.070 -0.119 -0.233
C -1.890 1.702 -1.712 -0.014 0.423 -0.635
H 0.127 1.553 -2.708 -0.042 0.210 0.091
H 0.235 2.145 -1.006 -0.203 0.169 -0.282
C -2.584 2.133 -2.993 -0.114 -0.034 0.143
H -2.248 1.538 -3.854 -0.060 0.170 0.299
H -2.393 3.193 -3.183 -0.020 -0.131 -0.069
H -3.672 1.993 -2.875 0.370 0.044 -0.083
C -2.324 2.510 -0.514 -0.278 0.088 0.105
H -1.614 2.344 0.303 -0.184 0.034 0.144
H -3.330 2.224 -0.194 0.075 0.062 -0.022
H -2.327 3.573 -0.760 0.047 -0.019 0.096
Tc 0.736 0.084 2.611 -1.112 -1.804 -0.224
C 0.963 1.971 3.610 1.031 0.946 -0.004
C 2.075 1.145 3.966 0.533 1.085 -0.444
C 2.794 0.829 2.759 0.102 1.139 -0.352
H 2.384 0.902 4.981 -0.324 -0.313 -0.374
C 2.137 1.487 1.662 0.478 0.349 0.679
C 0.993 2.178 2.185 0.610 0.746 -0.090
H 0.302 2.781 1.606 0.121 -0.121 0.166
H 0.287 2.433 4.323 -0.018 -0.295 -0.293
H 3.706 0.249 2.704 -0.275 -0.122 -0.042
H 2.436 1.436 0.620 -0.095 -0.034 0.157
C -0.911 -0.137 3.952 -0.968 0.356 -0.367
C -1.338 0.695 2.822 -0.872 -0.409 0.409
C -1.874 -0.188 1.811 0.373 0.494 0.910
H -1.550 1.767 2.875 0.188 -0.525 -0.143
C -1.904 -1.500 2.345 0.372 -0.568 0.781
C -1.342 -1.497 3.634 -0.947 0.242 -0.453
H -1.338 -2.326 4.336 0.283 0.076 -0.294
H -0.681 0.231 4.948 -0.318 -0.178 -0.157
H -2.321 0.130 0.873 0.224 -0.137 0.034
H -2.367 -2.358 1.854 0.375 0.287 0.151
O 0.988 -1.119 -3.193 0.400 -0.123 -2.051
C 0.338 -0.515 -4.357 -0.258 0.504 0.514
C 0.681 -1.298 -5.633 -0.036 0.073 0.401
H 0.661 0.545 -4.435 -0.063 -0.628 0.122
H -0.752 -0.517 -4.171 0.368 0.012 -0.015
C 1.593 -2.452 -5.158 0.064 0.453 0.105
H 1.178 -0.634 -6.344 -0.029 -0.250 0.046
H -0.244 -1.657 -6.092 0.244 -0.042 0.004
C 1.614 -2.345 -3.621 -0.085 -0.424 0.331
H 2.603 -2.336 -5.555 -0.128 -0.040 -0.016
H 1.209 -3.419 -5.478 0.080 0.033 0.037
H 2.636 -2.366 -3.217 -0.300 0.010 -0.099
H 1.046 -3.180 -3.186 0.179 0.146 0.015
N 1.507 -1.514 3.485 -0.357 -0.603 -0.194
C 1.719 -2.373 4.268 0.795 -1.922 0.436
N 2.082 -3.412 4.875 -0.361 1.493 -1.049
C 1.930 -3.752 6.131 -0.208 -1.083 2.763
N 1.846 -4.142 7.234 0.100 0.811 -2.040
```
Positions in Å, forces in eV/Å.

Löwdin atomic charge list, values in e, 8 entries:
1. O -0.09
2. C -0.15
3. C -0.05
4. H 0.09
5. H 0.07
6. C -0.56
7. H 0.09
8. H 0.10